Density functional theory data (ωB97M-V with the def2-TZVPD basis set) for a cluster of 2 separate species, C5H13NO2 in total at a distorted geometry.

- 2S+1 = 1
- HOMO-LUMO gap (Eh) = 0.3608
- total energy (eV) = -10978.252
- max |F| (eV/Å) = 5.3
- LUMO level (eV) = 0.7515
- SMILES = C=CC[C@H](N)CO.O

Last columns: bonded neighbours and bond lengths (Å).
Element x y z (Å)
1 N -0.73 -1.30 -0.42  C2 1.468, H7 0.944, H13 1.051
2 C -0.74 0.10 0.02  N1 1.468, H3 1.104, C12 1.646, C18 1.583
3 H -0.89 0.28 1.10  C2 1.104
4 H 0.30 1.73 -0.81  C18 1.092
5 H 0.74 1.96 1.73  C19 1.113
6 H -2.06 1.66 -0.30  C12 1.025
7 H -0.28 -1.50 -1.23  N1 0.944
8 H -1.86 0.79 -1.85  C12 1.068
9 C 1.74 0.69 0.45  H16 1.047, C18 1.501, C19 1.347
10 H 0.99 0.41 -1.47  C18 1.064
11 H 1.94 -2.72 -0.31  O20 0.888
12 C -2.02 0.76 -0.79  C2 1.646, H6 1.025, H8 1.068, O17 1.415
13 H -1.64 -1.84 -0.38  N1 1.051
14 H 2.30 1.52 2.54  C19 1.132
15 H 1.63 -1.78 0.83  O20 0.969
16 H 2.54 0.13 0.06  C9 1.047
17 O -3.23 0.03 -0.68  C12 1.415, H21 0.947
18 C 0.60 0.72 -0.53  C2 1.583, H4 1.092, C9 1.501, H10 1.064
19 C 1.70 1.41 1.58  H5 1.113, C9 1.347, H14 1.132
20 O 2.24 -2.44 0.48  H11 0.888, H15 0.969
21 H -3.27 -0.63 0.00  O17 0.947

=====

Density functional theory data (ωB97M-V with the def2-TZVPD basis set) for a cluster of 13 separate species, C51H83F24N3O24S7 in total at a distorted geometry.

- 2S+1 = 1
- HOMO-LUMO gap (Eh) = 0.3502
- total energy (eV) = -248896.376
- max |F| (eV/Å) = 6.0
- LUMO level (eV) = -0.0990

Last columns: bonded neighbours and bond lengths (Å).
Element x y z (Å)
1 C 17.51 -10.96 20.00  H40 1.080, C101 1.410, C132 1.388
2 H 25.38 -0.24 13.95  C78 1.080
3 S 17.59 1.84 26.17  C95 1.890, O100 1.435, O125 1.594, O138 1.424
4 F 30.73 -15.14 24.27  C190 1.354
5 C 24.87 1.52 28.81  H102 1.090, H136 1.090, H164 1.090, C166 1.488
6 C 25.73 -2.52 11.62  C24 1.385, H63 1.080, N111 1.367
7 O 29.09 -5.69 19.59  C25 1.390, S150 1.703
8 H 22.63 -6.85 15.85  C176 1.090
9 H 16.34 -7.85 19.48  C41 1.080
10 H 11.49 1.84 16.53  C113 1.090
11 C 22.43 -2.96 23.13  H88 1.090, O117 1.442, H172 1.090, C188 1.529
12 H 28.82 4.50 22.11  C64 1.090
13 F 17.86 -10.77 37.04  C62 1.328
14 H 22.26 1.26 31.52  C178 1.090
15 C 16.77 5.60 25.80  H58 1.090, H60 1.090, H174 1.090, C175 1.505
16 O 25.64 6.32 24.53  S35 1.471
17 H 28.31 -5.37 30.98  C34 1.090
18 F 21.90 -3.48 26.04  C96 1.350
19 C 22.44 -9.17 15.58  H28 1.090, H45 1.090, O114 1.427, C176 1.556
20 C 28.79 -11.67 22.20  F30 1.401, O98 1.449, F140 1.322, C161 1.548
21 H 27.83 -5.37 33.83  C137 1.090
22 H 15.04 6.96 19.41  C124 1.080
23 O 19.73 -9.45 35.47  C54 1.395, C71 1.421
24 C 26.49 -1.80 10.72  C6 1.385, H81 1.080, C170 1.412
25 C 29.37 -6.10 18.29  O7 1.390, C46 1.525, H157 1.090, H165 1.090
26 H 27.44 -10.08 21.86  C161 1.090
27 H 21.11 -10.77 36.42  C71 1.090
28 H 23.10 -9.62 16.32  C19 1.090
29 C 17.88 5.22 18.95  C32 1.383, C47 1.375, H187 1.080
30 F 27.99 -12.45 21.36  C20 1.401
31 F 19.33 -12.11 37.85  C62 1.353
32 C 16.70 5.65 19.52  C29 1.383, H57 1.080, C124 1.383
33 C 20.94 -5.57 25.49  F84 1.339, C96 1.579, F127 1.365, H180 1.090
34 C 27.33 -5.71 30.64  H17 1.090, S43 1.897, H151 1.090, H177 1.090
35 S 26.45 6.27 23.30  O16 1.471, C129 1.897, O147 1.685, O162 1.432
36 H 21.56 -7.69 16.93  C176 1.090
37 H 21.10 -7.47 15.35  C176 1.090
38 S 23.08 -10.50 13.39  O50 1.442, O114 1.661, C118 1.867, O184 1.502
39 H 16.13 -1.97 18.58  C99 1.090
40 H 17.38 -12.00 19.75  C1 1.080
41 C 16.94 -8.67 19.85  H9 1.080, C85 1.369, C132 1.378
42 C 13.54 1.19 17.07  O55 1.417, H97 1.090, C113 1.594, H149 1.090
43 S 27.20 -7.47 31.35  C34 1.897, O48 1.684, O128 1.488, O153 1.474
44 C 19.84 -7.56 34.07  C54 1.511, F82 1.331, H89 1.090, F134 1.344
45 H 21.55 -9.80 15.57  C19 1.090
46 C 28.05 -6.41 17.58  C25 1.525, H68 1.090, H123 1.090, H139 1.090
47 C 18.42 6.01 17.95  C29 1.375, H72 1.080, N155 1.362
48 O 27.93 -7.16 32.84  S43 1.684, C137 1.411
49 O 24.88 0.20 30.76  S92 1.674, C166 1.412
50 O 23.82 -11.54 14.07  S38 1.442
51 H 18.83 -11.38 21.68  C101 1.080
52 H 26.62 4.48 21.64  C129 1.090
53 H 17.06 4.47 27.57  C175 1.090
54 C 20.59 -8.73 34.65  O23 1.395, C44 1.511, F145 1.312, F192 1.355
55 O 14.02 -0.14 17.17  C42 1.417, S70 1.662
56 H 17.73 0.76 28.42  C95 1.090
57 H 16.24 5.04 20.27  C32 1.080
58 H 16.83 6.42 26.52  C15 1.090
59 F 31.95 -13.32 24.08  C190 1.357
60 H 15.68 5.56 25.77  C15 1.090
61 H 30.22 7.03 23.06  C90 1.090
62 C 19.16 -10.87 37.33  F13 1.328, F31 1.353, C71 1.527, C160 1.576
63 H 25.36 -3.53 11.50  C6 1.080
64 C 28.81 5.53 22.49  H12 1.090, C90 1.576, H108 1.090, O147 1.419
65 H 17.75 2.53 28.55  C95 1.090
66 F 20.92 -9.88 38.79  C160 1.332
67 H 24.55 -10.78 11.56  C118 1.090
68 H 28.25 -6.77 16.57  C46 1.090
69 H 25.09 4.32 22.60  C129 1.090
70 S 14.02 -0.81 18.69  O55 1.662, C99 1.829, O106 1.445, O130 1.478
71 C 20.07 -10.66 36.12  O23 1.421, H27 1.090, C62 1.527, H86 1.090
72 H 19.46 5.91 17.66  C47 1.080
73 H 11.53 1.16 18.13  C113 1.090
74 H 23.15 0.54 29.59  C166 1.090
75 F 23.42 -4.29 21.56  C188 1.313
76 F 24.02 -1.23 21.34  C109 1.306
77 H 18.40 4.45 26.44  C175 1.090
78 C 25.81 -0.69 13.06  H2 1.080, N111 1.357, C119 1.463
79 N 18.37 -9.40 21.62  C85 1.345, C101 1.323
80 F 21.36 -3.63 21.16  C188 1.397
81 H 26.66 -2.09 9.69  C24 1.080
82 F 18.66 -7.98 33.61  C44 1.331
83 C 32.30 -14.82 22.48  F104 1.346, F146 1.335, H154 1.090, C190 1.508
84 F 21.34 -6.49 26.37  C33 1.339
85 C 17.72 -8.43 20.95  C41 1.369, N79 1.345, H152 1.080
86 H 19.97 -11.47 35.40  C71 1.090
87 H 16.30 -0.14 18.40  C99 1.090
88 H 23.34 -2.70 23.69  C11 1.090
89 H 20.40 -7.04 33.29  C44 1.090
90 C 30.26 5.95 22.94  H61 1.090, C64 1.576, H107 1.090, H181 1.090
91 H 23.33 -2.22 19.81  C109 1.090
92 S 23.96 -0.30 32.07  O49 1.674, O115 1.484, O159 1.473, C178 1.806
93 H 19.42 -8.82 38.04  C160 1.090
94 F 18.95 -9.92 39.54  C160 1.340
95 C 17.30 1.69 28.03  S3 1.890, H56 1.090, H65 1.090, H103 1.090
96 C 22.01 -4.46 25.12  F18 1.350, C33 1.579, O117 1.465, F171 1.313
97 H 14.01 1.96 17.68  C42 1.090
98 O 29.36 -12.57 23.18  C20 1.449, C158 1.480
99 C 15.83 -0.98 18.92  H39 1.090, S70 1.829, H87 1.090, H122 1.090
100 O 18.96 2.20 25.91  S3 1.435
101 C 18.34 -10.62 21.09  C1 1.410, H51 1.080, N79 1.323
102 H 25.60 0.97 28.22  C5 1.090
103 H 16.22 1.71 28.19  C95 1.090
104 F 32.17 -16.07 21.98  C83 1.346
105 H 27.51 0.08 10.28  C170 1.080
106 O 13.43 0.15 19.60  S70 1.445
107 H 30.59 5.43 23.84  C90 1.090
108 H 28.61 6.19 21.65  C64 1.090
109 C 23.05 -1.94 20.82  F76 1.306, H91 1.090, F163 1.318, C188 1.607
110 H 22.61 1.24 33.31  C178 1.090
111 N 25.29 -1.91 12.76  C6 1.367, C78 1.357
112 F 26.78 -11.02 23.50  C161 1.374
113 C 11.95 1.06 17.13  H10 1.090, C42 1.594, H73 1.090, H135 1.090
114 O 23.20 -9.16 14.37  C19 1.427, S38 1.661
115 O 24.85 -0.57 33.23  S92 1.484
116 H 23.74 2.03 32.13  C178 1.090
117 O 21.78 -4.11 23.72  C11 1.442, C96 1.465
118 C 24.17 -9.86 12.01  S38 1.867, H67 1.090, H126 1.090, H185 1.090
119 C 26.59 0.15 12.15  C78 1.463, H143 1.080, C170 1.368
120 C 16.46 7.26 17.77  C124 1.397, N155 1.336, H156 1.080
121 H 16.11 -10.23 18.59  C132 1.080
122 H 15.92 -0.88 20.00  C99 1.090
123 H 27.39 -5.55 17.53  C46 1.090
124 C 15.95 6.65 18.92  H22 1.080, C32 1.383, C120 1.397
125 O 16.73 3.17 25.98  S3 1.594, C175 1.456
126 H 23.49 -9.40 11.30  C118 1.090
127 F 19.68 -5.11 25.79  C33 1.365
128 O 25.82 -7.88 31.71  S43 1.488
129 C 25.76 5.00 22.07  S35 1.897, H52 1.090, H69 1.090, H189 1.090
130 O 13.54 -2.19 18.54  S70 1.478
131 O 28.38 -3.29 18.79  S150 1.465
132 C 16.77 -9.95 19.40  C1 1.388, C41 1.378, H121 1.080
133 H 26.63 -7.88 35.03  C191 1.090
134 F 19.68 -6.68 35.08  C44 1.344
135 H 11.53 0.17 16.66  C113 1.090
136 H 25.27 2.29 29.46  C5 1.090
137 C 27.23 -6.27 33.69  H21 1.090, O48 1.411, H142 1.090, C191 1.538
138 O 16.83 0.82 25.53  S3 1.424
139 H 27.46 -7.21 18.04  C46 1.090
140 F 29.82 -11.31 21.45  C20 1.322
141 H 30.60 -13.16 21.60  C158 1.090
142 H 26.22 -6.13 33.31  C137 1.090
143 H 26.86 1.14 12.47  C119 1.080
144 H 28.12 -7.10 35.50  C191 1.090
145 F 21.63 -8.47 35.41  C54 1.312
146 F 32.47 -14.21 21.30  C83 1.335
147 O 27.94 5.55 23.61  S35 1.685, C64 1.419
148 F 28.55 -9.73 23.52  C161 1.342
149 H 13.73 1.55 16.06  C42 1.090
150 S 29.18 -4.00 19.79  O7 1.703, O131 1.465, O183 1.468, C186 1.897
151 H 26.57 -5.10 31.13  C34 1.090
152 H 17.56 -7.44 21.34  C85 1.080
153 O 28.13 -8.35 30.63  S43 1.474
154 H 33.30 -14.73 22.90  C83 1.090
155 N 17.69 6.97 17.33  C47 1.362, C120 1.336
156 H 15.90 8.08 17.33  C120 1.080
157 H 29.79 -5.29 17.70  C25 1.090
158 C 30.17 -13.61 22.49  O98 1.480, H141 1.090, H179 1.090, C190 1.537
159 O 23.03 -1.29 31.51  S92 1.473
160 C 19.64 -9.82 38.40  C62 1.576, F66 1.332, H93 1.090, F94 1.340
161 C 27.84 -10.57 22.75  C20 1.548, H26 1.090, F112 1.374, F148 1.342
162 O 26.71 7.48 22.59  S35 1.432
163 F 22.00 -1.22 20.45  C109 1.318
164 H 24.32 2.04 28.02  C5 1.090
165 H 30.11 -6.90 18.32  C25 1.090
166 C 24.23 0.38 29.52  C5 1.488, O49 1.412, H74 1.090, H173 1.090
167 H 31.19 -2.70 19.56  C186 1.090
168 H 31.32 -4.29 18.53  C186 1.090
169 H 26.64 -6.21 35.76  C191 1.090
170 C 26.84 -0.45 10.95  C24 1.412, H105 1.080, C119 1.368
171 F 23.23 -4.93 25.02  C96 1.313
172 H 21.66 -2.22 23.29  C11 1.090
173 H 24.41 -0.56 28.98  C166 1.090
174 H 17.29 5.88 24.88  C15 1.090
175 C 17.31 4.39 26.51  C15 1.505, H53 1.090, H77 1.090, O125 1.456
176 C 21.99 -7.73 15.93  H8 1.090, C19 1.556, H36 1.090, H37 1.090
177 H 27.32 -5.86 29.56  C34 1.090
178 C 23.02 1.23 32.30  H14 1.090, S92 1.806, H110 1.090, H116 1.090
179 H 29.47 -14.38 22.15  C158 1.090
180 H 20.95 -6.13 24.55  C33 1.090
181 H 31.02 5.88 22.16  C90 1.090
182 H 31.57 -4.33 20.22  C186 1.090
183 O 28.91 -3.80 21.21  S150 1.468
184 O 21.69 -10.70 12.86  S38 1.502
185 H 24.95 -9.21 12.40  C118 1.090
186 C 31.04 -3.78 19.45  S150 1.897, H167 1.090, H168 1.090, H182 1.090
187 H 18.39 4.41 19.45  C29 1.080
188 C 22.62 -3.25 21.64  C11 1.529, F75 1.313, F80 1.397, C109 1.607
189 H 25.26 5.48 21.23  C129 1.090
190 C 31.24 -14.25 23.39  F4 1.354, F59 1.357, C83 1.508, C158 1.537
191 C 27.13 -6.91 35.09  H133 1.090, C137 1.538, H144 1.090, H169 1.090
192 F 20.96 -9.72 33.80  C54 1.355